# 1
The following is a DFT calculation (ωB97M-V/def2-TZVPD) of one molecule with the formula C7H13N.

Values from the calculation:
* lowest unoccupied orbital energy: 0.98 eV
* DFT total energy: -8957.2096 eV
* 2S+1: 1
* HOMO-LUMO gap: 8.5 eV
* ΔE to the lowest compared entry with this formula, charge and spin: 2.723 eV
* SMILES: C=C/C(=C\N)CCC

Each atom is followed by the atoms it is bonded to, with distances in Å.
Element x y z (Å)
1 C 0.1947 2.7048 1.0720  C2 1.294, H9 1.068, H10 1.045
2 C 0.2104 1.4219 0.9004  C1 1.294, C3 1.536, H11 1.058
3 C -0.0092 0.7256 -0.4514  C2 1.536, C4 1.346, C6 1.593
4 C -0.6951 1.0784 -1.5542  C3 1.346, N5 1.356, H12 1.091
5 N -1.1972 2.2963 -1.8749  C4 1.356, H13 1.050, H14 1.069
6 C 0.6331 -0.7316 -0.4053  C3 1.593, C7 1.569, H15 1.053, H16 1.158
7 C 0.2040 -1.5765 0.8457  C6 1.569, C8 1.613, H17 1.206, H18 1.043
8 C 0.1570 -3.1746 0.6338  C7 1.613, H19 1.096, H20 1.097, H21 1.108
9 H -0.1568 3.4313 0.3726  C1 1.068
10 H 0.4044 2.9469 2.0666  C1 1.045
11 H 0.3882 0.7062 1.6596  C2 1.058
12 H -0.7724 0.3134 -2.3283  C4 1.091
13 H -1.6672 2.3746 -2.8110  N5 1.050
14 H -1.3040 3.0673 -1.1427  N5 1.069
15 H 0.7214 -1.1985 -1.3447  C6 1.053
16 H 1.7749 -0.6431 -0.2331  C6 1.158
17 H 1.1935 -1.5039 1.5309  C7 1.206
18 H -0.6664 -1.3438 1.3711  C7 1.043
19 H -0.3167 -3.5953 -0.2608  C8 1.096
20 H 1.1711 -3.5585 0.4671  C8 1.097
21 H -0.2680 -3.7408 1.4866  C8 1.108


# 2
The following is a DFT calculation (ωB97M-V/def2-TZVPD) of a 2-piece molecular cluster, C7H13N overall.

Values from the calculation:
* lowest unoccupied orbital energy: 0.92 eV
* DFT total energy: -8955.4691 eV
* 2S+1: 1
* HOMO-LUMO gap: 8.8 eV
* ΔE to the lowest compared entry with this formula, charge and spin: 4.464 eV
* SMILES: C=C(C)C.NC1=CC1

Each atom is followed by the atoms it is bonded to, with distances in Å.
Element x y z (Å)
1 C -1.8807 0.2282 0.8132  C2 1.348, H5 1.111, H6 1.193
2 C -0.6929 0.7471 1.1842  C1 1.348, C3 1.529, C4 1.471
3 C -0.0398 1.8694 0.3767  C2 1.529, H7 1.036, H8 1.112, H9 1.160
4 C 0.2123 0.1892 2.2010  C2 1.471, H10 1.041, H11 1.152, H12 1.096
5 H -2.6050 0.7501 0.1523  C1 1.111
6 H -2.3461 -0.7556 1.3026  C1 1.193
7 H 0.7608 1.5561 -0.2020  C3 1.036
8 H -0.8098 2.2242 -0.3423  C3 1.112
9 H 0.1797 2.7782 1.0637  C3 1.160
10 H 0.0327 -0.7654 2.5754  C4 1.041
11 H 0.4271 0.7590 3.1793  C4 1.152
12 H 1.2126 0.0871 1.7644  C4 1.096
13 N 0.4190 0.1586 -2.4973  C14 1.377, H17 0.972, H18 0.960
14 C 0.5184 -0.7864 -1.5008  N13 1.377, C15 1.320, C16 1.517
15 C 0.0501 -1.5069 -0.4993  C14 1.320, C16 1.536, H19 1.081
16 C 1.3256 -2.0290 -1.1766  C14 1.517, C15 1.536, H20 1.070, H21 1.072
17 H 1.0041 0.4292 -3.2253  N13 0.972
18 H -0.4162 0.6324 -2.4774  N13 0.960
19 H -0.9426 -1.8271 -0.2147  C15 1.081
20 H 1.3177 -2.9310 -1.7519  C16 1.070
21 H 2.2730 -1.8076 -0.7253  C16 1.072


# 3
The following is a DFT calculation (ωB97M-V/def2-TZVPD) of an isolated ion of composition C7H13N2 and charge +1.

Values from the calculation:
* lowest unoccupied orbital energy: -4.59 eV
* DFT total energy: -10441.6529 eV
* 2S+1: 1
* HOMO-LUMO gap: 8.5 eV
* ΔE to the lowest compared entry with this formula, charge and spin: 2.545 eV
* SMILES: C=C[C@@H]1C=[NH+][C@@H](CN)C1
* net charge: +1

Each atom is followed by the atoms it is bonded to, with distances in Å.
Element x y z (Å)
1 C -2.2034 -0.1739 2.1528  C2 1.345, H10 1.080, H11 1.085
2 C -1.0961 -0.9003 1.9201  C1 1.345, C3 1.501, H12 1.084
3 C -0.3189 -0.6260 0.6656  C2 1.501, C4 1.509, C9 1.545, H13 1.096
4 C 0.3904 -1.7295 -0.0808  C3 1.509, N5 1.282, H14 1.080
5 N 1.2731 -1.1829 -0.8321  C4 1.282, C6 1.485, H15 1.013
6 C 1.3585 0.2934 -0.6939  N5 1.485, C7 1.540, C9 1.544, H16 1.091
7 C 0.7788 1.1708 -1.8197  C6 1.540, N8 1.450, H17 1.088, H18 1.088
8 N -0.6201 1.5485 -1.7666  C7 1.450, H19 1.009, H20 1.009
9 C 0.8191 0.4164 0.7470  C3 1.545, C6 1.544, H21 1.087, H22 1.080
10 H -2.5225 0.1253 3.1400  C1 1.080
11 H -2.7910 0.1759 1.3099  C1 1.085
12 H -0.7940 -1.6510 2.6416  C2 1.084
13 H -1.0919 -0.3467 -0.0591  C3 1.096
14 H 0.2326 -2.7977 -0.0493  C4 1.080
15 H 1.8944 -1.7098 -1.4344  N5 1.013
16 H 2.4273 0.5122 -0.7174  C6 1.091
17 H 0.9691 0.7372 -2.7992  C7 1.088
18 H 1.3538 2.0934 -1.7745  C7 1.088
19 H -0.9168 1.8754 -0.8596  N8 1.009
20 H -1.2438 0.8269 -2.0949  N8 1.009
21 H 1.6133 -0.0470 1.3264  C9 1.087
22 H 0.4882 1.3893 1.0780  C9 1.080


# 4
The following is a DFT calculation (ωB97M-V/def2-TZVPD) of an isolated ion of composition C7H13N2 and charge +1.

Values from the calculation:
* lowest unoccupied orbital energy: -4.83 eV
* DFT total energy: -10439.5461 eV
* 2S+1: 1
* HOMO-LUMO gap: 7.6 eV
* ΔE to the lowest compared entry with this formula, charge and spin: 4.652 eV
* SMILES: C#[N+]C(=C)[C@H](C)N(C)C
* net charge: +1

Each atom is followed by the atoms it is bonded to, with distances in Å.
Element x y z (Å)
1 C 2.1639 1.7961 -0.6407  N2 1.145, H10 1.083
2 N 1.2055 1.7566 -0.0160  C1 1.145, C3 1.420
3 C 0.0713 1.3749 0.7492  N2 1.420, C4 1.356, C5 1.499
4 C 0.0169 1.8045 2.0344  C3 1.356, H11 1.068, H12 1.138
5 C -0.6386 0.4027 -0.1444  C3 1.499, C6 1.542, N7 1.442, H13 1.112
6 C -1.7092 -0.3609 0.6617  C5 1.542, H14 1.115, H15 1.070, H16 1.067
7 N 0.2999 -0.5153 -0.7415  C5 1.442, C8 1.441, C9 1.410
8 C -0.1505 -1.1225 -1.9682  N7 1.441, H17 1.101, H18 1.060, H19 1.127
9 C 0.7889 -1.5191 0.1192  N7 1.410, H20 1.003, H21 1.143, H22 1.164
10 H 3.0998 2.0042 -1.1449  C1 1.083
11 H 0.8051 2.4075 2.4301  C4 1.068
12 H -0.9000 1.8011 2.7076  C4 1.138
13 H -1.1562 1.0713 -0.8667  C5 1.112
14 H -2.1143 -1.0838 -0.0840  C6 1.115
15 H -2.4618 0.2824 1.0669  C6 1.070
16 H -1.2624 -0.8551 1.4955  C6 1.067
17 H 0.6710 -1.6239 -2.5035  C8 1.101
18 H -0.9809 -1.7243 -1.6993  C8 1.060
19 H -0.3488 -0.2988 -2.7117  C8 1.127
20 H 1.6420 -1.8870 -0.2586  C9 1.003
21 H 0.8892 -1.2908 1.2345  C9 1.143
22 H 0.0694 -2.4198 0.2803  C9 1.164


# 5
The following is a DFT calculation (ωB97M-V/def2-TZVPD) of a 2-piece molecular cluster, C7H13N2O overall.

Values from the calculation:
* lowest unoccupied orbital energy: -3.27 eV
* DFT total energy: -12487.3713 eV
* 2S+1: 1
* HOMO-LUMO gap: 10.2 eV
* ΔE to the lowest compared entry with this formula, charge and spin: 4.667 eV
* net charge: +1

Each atom is followed by the atoms it is bonded to, with distances in Å.
Element x y z (Å)
1 C -1.6518 0.7385 1.2304  N8 1.346, O10 1.305, H22 1.065
2 C -0.6100 2.5826 0.4042  C4 1.581, N8 1.456, H11 1.011, H12 1.142
3 C -0.9270 -2.3275 -0.0844  C5 1.462, N9 1.578, H13 1.040, H14 1.133
4 C -1.8448 2.1620 -0.4899  C2 1.581, O10 1.462, H15 1.022, H16 1.099
5 C 0.3793 -1.7309 -0.3593  C3 1.462, C7 1.437, N9 1.277
6 C 2.8312 -0.9635 -0.6026  C7 1.497, H17 1.114, H18 1.108, H19 1.157
7 C 1.7209 -1.9414 -0.8276  C5 1.437, C6 1.497, H20 1.025, H21 1.024
8 N -0.7408 1.6798 1.5384  C1 1.346, C2 1.456, H23 1.020
9 N -0.4416 -0.8295 0.0217  C3 1.578, C5 1.277
10 O -2.3344 0.9345 0.1362  C1 1.305, C4 1.462
11 H 0.2649 2.5284 -0.0988  C2 1.011
12 H -0.7302 3.6421 0.8127  C2 1.142
13 H -1.5102 -2.6593 -0.8785  C3 1.040
14 H -1.3722 -2.8741 0.8024  C3 1.133
15 H -2.5108 2.9345 -0.5498  C4 1.022
16 H -1.4571 1.8138 -1.4579  C4 1.099
17 H 2.5818 0.1220 -0.5664  C6 1.114
18 H 3.4917 -1.3384 -1.4097  C6 1.108
19 H 3.4211 -1.0841 0.3854  C6 1.157
20 H 2.0526 -2.8201 -0.4179  C7 1.025
21 H 1.5255 -2.2331 -1.7894  C7 1.024
22 H -1.9775 -0.0823 1.8263  C1 1.065
23 H -0.1604 1.7460 2.3741  N8 1.020


# 6
The following is a DFT calculation (ωB97M-V/def2-TZVPD) of one molecule with the formula C7H13N2O3PS.

Values from the calculation:
* lowest unoccupied orbital energy (spin up / spin down): -1.42 / -1.42 eV
* DFT total energy: -36714.2203 eV
* 2S+1: 1
* HOMO-LUMO gap (spin up / spin down): 7.4 / 7.4 eV
* ΔE to the lowest compared entry with this formula, charge and spin: 1.940 eV
* SMILES: CCOP(=O)(OCC)/C(=N/C#N)SC

Each atom is followed by the atoms it is bonded to, with distances in Å.
Element x y z (Å)
1 C 0.7892 2.2671 -1.8438  C2 1.596, H15 1.098, H16 1.088, H17 1.059
2 C 1.8763 1.3034 -1.1823  C1 1.596, O3 1.530, H18 1.158, H19 1.094
3 O 1.4942 1.0489 0.2771  C2 1.530, P4 1.578
4 P 0.5248 -0.1573 0.5846  O3 1.578, O5 1.473, O6 1.558, C9 1.779
5 O 0.5303 -0.3510 2.0444  P4 1.473
6 O 0.9511 -1.3990 -0.2540  P4 1.558, C7 1.539
7 C 1.2140 -2.7690 0.3957  O6 1.539, C8 1.497, H20 1.037, H21 1.032
8 C -0.1157 -3.4519 0.4764  C7 1.497, H22 1.085, H23 1.081, H24 1.119
9 C -1.1674 0.2056 0.1730  P4 1.779, N10 1.657, S13 1.620
10 N -1.9478 -1.0842 -0.5139  C9 1.657, C11 1.299
11 C -3.2286 -0.8702 -0.5193  N10 1.299, N12 1.176
12 N -4.3895 -0.6940 -0.5846  C11 1.176
13 S -1.9520 1.5622 0.5817  C9 1.620, C14 1.879
14 C -0.7513 2.6907 1.4837  S13 1.879, H25 1.102, H26 1.124, H27 1.192
15 H -0.2003 1.8249 -1.6691  C1 1.098
16 H 0.7939 3.2167 -1.3120  C1 1.088
17 H 0.9173 2.4313 -2.8819  C1 1.059
18 H 2.9157 1.8098 -1.2415  C2 1.158
19 H 1.7978 0.4226 -1.8256  C2 1.094
20 H 1.9849 -3.1535 -0.1808  C7 1.037
21 H 1.5348 -2.6616 1.3706  C7 1.032
22 H -0.2537 -4.3437 -0.1263  C8 1.085
23 H -0.3024 -3.7050 1.5102  C8 1.081
24 H -1.0126 -2.8640 0.1575  C8 1.119
25 H 0.2139 2.6926 0.9528  C14 1.102
26 H -0.8391 2.3293 2.5440  C14 1.124
27 H -1.3777 3.6995 1.5836  C14 1.192


Q: ΔE to the lowest compared entry with this formula, charge and spin of number 1 (C7H13N)?
A: 2.723 eV